--- a ---
{"formula": "C4H5BrN2", "method": "wB97M-V/def2-TZVPD", "species": ["C", "N", "N", "C", "C", "C", "Br", "H", "H", "H", "H", "H"], "xyz": [[0.28, -1.90, -0.14], [0.32, -0.34, -0.02], [1.40, 0.46, 0.04], [0.91, 1.69, -0.01], [-0.50, 1.67, -0.02], [-0.87, 0.34, 0.04], [-2.67, -0.43, 0.30], [-0.43, -2.18, -1.02], [1.27, -2.14, -0.24], [-0.09, -2.25, 0.83], [1.44, 2.56, 0.27], [-1.06, 2.52, -0.02]], "nbo_charge": [-0.392, -0.197, -0.247, -0.056, -0.356, 0.101, 0.056, 0.225, 0.219, 0.216, 0.209, 0.223], "homo_ev": -9.29, "total_charge": 0, "smiles": "Cn1nccc1Br", "molar_mass_g_mol": 161.002}

--- b ---
{"formula": "C4H5BrN2", "method": "wB97M-V/def2-TZVPD", "species": ["C", "C", "C", "C", "N", "N", "Br", "H", "H", "H", "H", "H"], "xyz": [[-0.68, 1.74, -0.05], [0.71, 1.79, 0.06], [-0.96, 0.41, -0.01], [0.54, -2.10, -0.03], [1.22, 0.58, 0.06], [0.19, -0.27, 0.07], [-2.68, -0.41, -0.03], [-1.32, 2.52, -0.16], [1.42, 2.52, 0.09], [1.34, -2.08, -0.70], [0.73, -2.19, 0.96], [-0.52, -2.51, -0.27]], "nbo_charge": [-0.369, -0.055, 0.062, -0.291, -0.285, -0.209, 0.060, 0.228, 0.206, 0.221, 0.203, 0.231], "homo_ev": -8.97, "total_charge": 0, "molar_mass_g_mol": 161.002}

The least stable of them is b.